10
Properties=species:S:1:pos:R:3:forces:R:3 method="wB97M-V/def2-TZVPD" e_homo_ev=-11.2380 mol_weight_g_mol=143.96 smiles="CC(Cl)(Cl)[N+](=O)[O-]" lumo_energy_ev=-0.9 charge=0 de_lowest_kcal_mol=98.09 orbital_gap_ev=10.33
C 0.055228 -0.026894 0.265913 -2.133 -0.204 -0.712
C 1.571393 -0.097720 0.111959 -0.134 -1.784 -0.544
N 2.206723 1.217498 -0.143938 1.327 0.409 0.603
O 1.656675 2.019656 -0.828453 -1.394 0.634 -0.961
O 3.290872 1.361174 0.343340 1.019 0.372 0.378
Cl 2.311951 -0.840010 1.504080 -0.241 -0.177 0.033
Cl 2.311275 -1.061595 -1.447392 -1.506 1.023 1.650
H -0.356086 -1.055805 0.047071 0.550 0.996 0.290
H -0.367214 0.228874 1.357591 1.517 -0.225 -2.503
H -0.411386 0.652126 -0.563860 0.996 -1.044 1.765